{
  "formula": "CH2N2O2",
  "method": "the ωB97M-V functional and the def2-TZVPD basis",
  "relative_energy_kcal_mol": 174.4,
  "charge": 0,
  "lumo_ev": [-1.10, -1.41],
  "homo_ha": [-0.3747, -0.3702],
  "gap_ev": [9.099, 8.663],
  "elements": ["C", "N", "N", "O", "O", "H", "H"],
  "positions_angstrom": [[-1.086, -0.593, 0.090], [1.474, 0.299, -0.276], [-0.675, 0.860, 0.069], [-2.267, -0.742, 0.068], [0.559, 1.146, 0.062], [2.380, 0.771, -0.243], [-0.384, -1.742, 0.229]],
  "mulliken_charge": [0.1823, -0.4031, -0.0501, -0.3751, 0.0933, 0.2661, 0.2866]
}